# C48H38IMgN5O2P

C48H38IMgN5O2P as an isolated structure (ωB97M-V with the def2-TZVPD basis set, the Open Molecules 2025 dataset).

Geometry as XYZ:
```
96
Properties=species:S:1:pos:R:3
Mg 0.7703 0.7313 1.0866
C -0.6825 -1.8866 1.6778
N 0.6829 -1.3438 1.8325
C 0.9950 -1.1502 3.2651
C 2.1951 -0.2611 3.4919
C 2.9251 -0.3367 4.6680
C 3.9554 0.5655 4.8699
C 4.2386 1.4990 3.8844
C 3.4723 1.4922 2.7340
N 2.4671 0.6371 2.5423
C 1.7002 -2.1799 1.1696
C 2.6245 -1.4490 0.2141
C 3.7287 -2.1234 -0.2860
C 4.6040 -1.4620 -1.1248
C 4.3549 -0.1340 -1.4347
C 3.2319 0.4615 -0.9000
N 2.3690 -0.1793 -0.1016
C -1.7341 -0.8246 1.4756
C -3.0230 -1.0105 1.9496
C -3.9857 -0.0625 1.6606
C -3.6278 1.0434 0.9038
C -2.3170 1.1585 0.4855
N -1.3805 0.2450 0.7607
H -0.9523 -2.5192 2.5284
H -0.7064 -2.5160 0.7844
H 1.1543 -2.1201 3.7511
H 0.1261 -0.6797 3.7380
H 2.6819 -1.0833 5.4124
H 4.5333 0.5392 5.7842
H 5.0355 2.2188 4.0037
H 3.6519 2.2012 1.9345
H 1.2103 -2.9815 0.6118
H 2.3229 -2.6703 1.9240
H 3.8934 -3.1584 -0.0131
H 5.4668 -1.9722 -1.5315
H 5.0176 0.4328 -2.0724
H 3.0148 1.5009 -1.1089
H -3.2577 -1.8839 2.5430
H -4.9973 -0.1781 2.0264
H -4.3433 1.8145 0.6558
H -1.9918 2.0196 -0.0851
I 0.2803 2.2745 -1.8569
C -1.3831 2.0485 -3.1290
C -1.9731 3.2514 -3.4085
C -3.0446 3.3440 -4.3180
C -3.4713 2.2180 -4.9470
C -2.8856 0.9581 -4.6672
C -3.3621 -0.1718 -5.3707
C -2.8431 -1.4093 -5.1393
C -1.8626 -1.5558 -4.1467
C -1.3705 -0.4982 -3.4176
P -0.2110 -0.9755 -2.0431
C -1.2603 -2.2675 -1.2564
C -0.9643 -3.6143 -1.0680
C -1.8183 -4.4356 -0.3366
C -2.9818 -3.9270 0.2147
C -3.2949 -2.5856 0.0247
C -2.4412 -1.7679 -0.6938
C 1.0899 -1.7933 -3.0451
C 1.4324 -1.1939 -4.2633
C 2.4836 -1.6735 -5.0266
C 3.2164 -2.7726 -4.5968
C 2.9046 -3.3620 -3.3833
C 1.8672 -2.8629 -2.6057
C -1.8379 0.8230 -3.7039
H -1.5979 4.1526 -2.9441
H -3.4936 4.3065 -4.5208
H -4.2706 2.2585 -5.6762
H -4.1480 -0.0254 -6.1011
H -3.1928 -2.2736 -5.6872
H -1.4955 -2.5529 -3.9336
H -0.0895 -4.0603 -1.5172
H -1.5724 -5.4827 -0.2139
H -3.6479 -4.5699 0.7746
H -4.2078 -2.1756 0.4380
H -2.6995 -0.7218 -0.8295
H 0.8611 -0.3492 -4.6282
H 2.7206 -1.1969 -5.9691
H 4.0217 -3.1643 -5.2043
H 3.4752 -4.2122 -3.0298
H 1.6902 -3.3149 -1.6391
O 1.0865 3.0213 1.2015
C 0.3895 2.9694 2.2348
N -0.0523 1.7848 2.6925
C -0.8273 1.9877 3.8197
O -1.3697 1.1164 4.4650
C -0.8477 3.4713 4.0962
C -1.4404 4.2037 5.0991
C -1.2398 5.5846 5.0856
C -0.4689 6.1912 4.0996
C 0.1288 5.4394 3.0884
C -0.0794 4.0779 3.1127
H -2.0349 3.7231 5.8646
H -1.6898 6.1968 5.8560
H -0.3308 7.2641 4.1193
H 0.7297 5.9059 2.3190
```

Summary:
- ΔE to the lowest compared entry with this formula, charge and spin: 89.6 kJ/mol
- Kohn-Sham gap: 8.02 eV
- Net charge: +1
- LUMO energy: -1.95 eV
- Strongest force on any atom: 1.44 eV/A
- Calculated total energy: -3115.31873 a.u.

Atom charges from the Mulliken analysis, given in e for atoms 1 to 2: number 1, Mg, carries 3.32; number 2, C, carries -0.54